The following is a DFT calculation (ωB97M-V/def2-TZVPD) of a molecular structure, C59H52FGdO2P3Si.

spin multiplicity = 8
energy = -4608.799432 Ha
HOMO-LUMO gap (alpha / beta) = 7.7 / 7.8 eV
LUMO (alpha / beta) = -0.0716 / -0.0683 hartree
expectation value of S² = 15.762
net charge = +1

Last column: Löwdin spin population.
Cartesian coordinates (Å):
Gd  -0.70435  1.55308  0.46287  7.033
C  -3.67355  0.64938  -5.29393  0.000
C  -3.76115  1.58388  -4.27473  0.000
C  -2.73345  1.70228  -3.35993  0.000
C  -1.60065  0.89588  -3.47993  -0.001
C  -1.53065  -0.06502  -4.47993  0.000
C  -2.57105  -0.18342  -5.38433  0.000
P  -0.28485  1.13628  -2.25173  -0.007
C  0.31335  2.82818  -2.66333  0.001
C  1.52875  3.18198  -2.07293  0.001
C  2.10375  4.41098  -2.33013  0.000
C  1.45695  5.31508  -3.15973  0.000
C  0.23965  4.97938  -3.72683  0.000
C  -0.33125  3.73888  -3.48923  0.000
C  1.15965  0.23218  -2.88793  -0.001
C  1.75745  0.65588  -4.06983  0.000
C  2.95775  0.09738  -4.46483  0.000
C  3.56295  -0.86602  -3.67063  0.000
C  2.93455  -1.31772  -2.52203  0.000
C  1.71485  -0.79222  -2.11993  0.000
Si  0.70435  -1.41872  -0.62053  0.000
C  -0.86445  -2.13242  -1.45983  0.000
C  -0.79765  -2.87592  -2.62953  0.000
C  -1.94675  -3.40322  -3.19443  0.000
C  -3.16965  -3.23482  -2.56443  0.000
C  -3.25285  -2.52042  -1.38233  0.000
C  -2.10405  -1.95422  -0.84483  -0.001
P  -2.04855  -0.85882  0.61377  -0.008
C  -3.81685  -0.37622  0.72407  0.001
C  -4.24735  0.35718  -0.38463  0.000
C  -5.55145  0.79968  -0.46633  0.000
C  -6.42335  0.56038  0.58587  0.000
C  -5.99715  -0.14922  1.69527  0.000
C  -4.70115  -0.63872  1.76307  0.000
C  -1.83345  -1.98562  2.02457  -0.002
C  -1.60825  -3.35162  1.89187  -0.001
C  -1.47995  -4.13802  3.02667  0.000
C  -1.57655  -3.56852  4.28607  -0.001
C  -1.77275  -2.20262  4.42007  0.000
C  -1.89215  -1.41312  3.29407  0.000
C  1.60255  -2.98152  0.00877  0.000
C  1.50285  -4.30232  -0.39893  0.000
C  2.25045  -5.28682  0.22827  0.000
C  3.07595  -4.97192  1.29787  0.000
C  3.16575  -3.66252  1.74067  0.000
C  2.44255  -2.67972  1.07857  0.000
P  2.45495  -0.90472  1.46697  -0.002
C  2.56275  -0.86712  3.26177  0.000
C  1.64765  -1.68012  3.92717  0.000
C  1.74645  -1.84322  5.29407  0.000
C  2.74385  -1.18612  6.00037  0.000
C  3.62735  -0.34352  5.34257  0.000
C  3.54225  -0.17892  3.96997  0.000
C  4.04325  -0.30552  0.83207  0.000
C  4.13675  0.93218  0.21117  0.000
C  5.35825  1.38758  -0.25063  0.000
C  6.49215  0.60948  -0.08763  0.000
C  6.40565  -0.61982  0.54607  0.000
C  5.18595  -1.07792  1.00497  0.000
H  -4.47385  0.56278  -6.01083  0.000
H  -4.63045  2.21758  -4.19053  0.000
H  -2.79715  2.41668  -2.55133  0.000
H  -0.66775  -0.71182  -4.54273  0.000
H  -2.52055  -0.92802  -6.16343  0.000
H  2.04535  2.45498  -1.44933  0.000
H  3.05795  4.66208  -1.89193  0.000
H  1.90485  6.27428  -3.37203  0.000
H  -0.26975  5.68428  -4.36663  0.000
H  -1.26635  3.48118  -3.96323  0.000
H  1.27775  1.41918  -4.66993  0.000
H  3.41795  0.41408  -5.38893  0.000
H  4.51855  -1.27952  -3.95803  0.000
H  3.39065  -2.09662  -1.92793  0.000
H  0.15915  -3.03032  -3.10683  0.000
H  -1.88915  -3.95882  -4.11883  0.000
H  -4.06325  -3.65942  -2.99533  0.000
H  -4.20415  -2.40482  -0.88473  0.000
H  -3.54645  0.54708  -1.19273  0.000
H  -5.88925  1.32158  -1.34903  0.000
H  -7.43735  0.92468  0.53867  0.000
H  -6.68535  -0.33832  2.50567  0.000
H  -4.39165  -1.22852  2.61507  0.000
H  -1.53345  -3.80302  0.91047  0.000
H  -1.31315  -5.20122  2.92527  0.000
H  -1.47855  -4.18552  5.16547  0.000
H  -1.83025  -1.76082  5.40237  0.000
H  -2.01505  -0.33972  3.37697  0.000
H  0.84505  -4.56832  -1.21253  0.000
H  2.18645  -6.31222  -0.10873  0.000
H  3.64845  -5.74922  1.78577  0.000
H  3.77095  -3.42222  2.60577  0.000
H  0.87925  -2.18592  3.35667  0.000
H  1.05545  -2.49422  5.80827  0.000
H  2.83755  -1.33862  7.06557  0.000
H  4.38935  0.17398  5.90817  0.000
H  4.24065  0.46458  3.45197  0.000
H  3.23775  1.52318  0.09357  0.000
H  5.43255  2.34648  -0.74003  0.000
H  7.44435  0.95958  -0.45403  0.000
H  7.28875  -1.22542  0.67847  0.000
H  5.10705  -2.03972  1.48787  0.000
F  -2.09735  2.72818  -0.32453  0.006
O  0.13175  0.30918  1.69967  -0.002
C  1.08955  0.02598  0.73207  -0.008
C  0.41815  4.40138  0.81337  -0.001
C  -0.40375  4.41448  2.09767  0.000
O  -0.93515  3.10138  2.27957  -0.005
C  -2.06675  3.04338  3.15067  0.000
C  -3.35205  3.54198  2.49747  0.000
H  1.00645  5.31238  0.71857  0.000
H  -0.25075  4.34358  -0.05343  0.000
H  1.10935  3.53878  0.83507  0.000
H  -1.21355  5.14828  2.01447  0.000
H  0.22655  4.66748  2.96427  0.000
H  -1.84605  3.60138  4.07117  0.000
H  -2.16775  1.98088  3.40117  0.000
H  -3.30705  4.60978  2.30247  0.000
H  -4.19305  3.35658  3.15847  0.000
H  -3.52735  3.02018  1.55597  0.000